Molecular formula: C30H50OP4Ru
Method: DFT, the ωB97M-V functional and the def2-TZVPD basis

XYZ file:
```
86
Properties=species:S:1:pos:R:3:mulliken_spin:R:1
Ru 0.161 -0.194 -0.414 0.767
P -0.234 -0.542 1.785 0.201
P 0.663 -1.980 -1.467 -0.159
P 2.508 0.069 0.362 -0.080
P -2.071 0.338 -0.795 0.015
O 0.558 1.179 -2.709 0.182
C 1.066 3.011 -0.678 0.028
C 0.482 2.679 0.474 -0.020
C -4.507 -0.468 3.710 0.070
C 1.150 2.205 4.597 0.205
C 1.211 -0.581 4.287 -0.045
C 1.714 -3.270 -0.736 0.003
C -3.749 0.701 3.614 0.269
C 0.833 0.676 -6.344 0.061
C -0.600 2.269 -4.554 0.040
C 0.910 0.425 -4.983 0.124
C -0.716 2.461 -5.941 0.116
C -1.916 -0.557 2.611 0.168
C 1.504 -1.900 -3.074 -0.004
C -3.956 -1.691 3.312 0.156
C 0.010 1.678 -6.850 0.252
C 0.151 -2.290 2.108 0.010
C 0.493 1.592 3.522 0.136
C 3.226 1.480 1.291 0.007
C 0.226 1.228 -4.048 0.273
C 3.215 -1.185 1.527 0.005
C -3.246 -0.926 -0.193 0.026
C 3.657 -0.071 -1.072 0.028
C 1.810 0.026 5.398 0.204
C -2.740 1.853 -0.048 -0.021
C 0.592 0.211 3.292 0.223
C -2.461 0.651 3.070 0.182
C 1.805 1.409 5.548 0.202
C -2.651 -1.739 2.806 0.182
C -2.709 0.516 -2.504 0.007
C -0.877 -2.879 -1.827 0.019
H -2.762 -1.877 0.043 -0.006
H 2.317 1.889 6.389 -0.022
H 0.762 -1.689 -3.850 0.007
H -0.304 -2.877 1.304 -0.002
H 3.649 -1.084 -1.502 -0.002
H -3.737 -0.548 0.707 0.007
H 1.224 -2.471 2.146 -0.003
H 4.286 1.239 1.453 0.000
H 1.634 -4.159 -1.368 0.000
H 2.754 -1.060 2.514 -0.001
H 0.448 3.384 -1.496 0.001
H 1.408 -3.534 0.274 0.002
H -0.628 -3.760 -2.429 0.000
H -2.274 1.405 -2.977 0.015
H 1.452 0.103 -7.034 0.005
H -4.008 -1.094 -0.961 0.004
H -4.532 -2.619 3.370 0.000
H 4.285 -0.965 1.634 0.000
H 3.363 0.671 -1.830 -0.004
H 3.127 2.411 0.729 0.003
H -2.229 -2.709 2.541 -0.008
H -1.596 -2.269 -2.386 -0.013
H -1.892 1.579 3.034 0.014
H 1.976 -2.858 -3.301 0.003
H -0.121 2.221 2.864 -0.003
H 1.019 2.359 1.362 -0.003
H -0.028 1.891 -7.929 -0.009
H 2.277 -1.126 -3.056 -0.013
H -2.483 -0.381 -3.099 -0.001
H -3.811 1.886 -0.287 0.000
H 2.728 1.554 2.266 0.001
H -2.237 2.723 -0.488 0.000
H -1.373 3.239 -6.327 0.007
H -0.599 2.686 0.614 -0.001
H -2.601 1.814 1.039 0.019
H -4.162 1.659 3.946 -0.015
H 0.312 0.214 -2.177 0.162
H -0.268 -2.608 3.066 -0.002
H -3.801 0.636 -2.427 -0.001
H -1.119 2.928 -3.849 0.000
H 2.308 -0.613 6.143 0.004
H 2.124 2.828 -0.906 0.007
H -5.534 -0.438 4.094 0.005
H 4.669 0.155 -0.703 -0.001
H -1.352 -3.212 -0.897 0.003
H 2.762 -2.967 -0.733 0.000
H 1.132 3.294 4.673 0.001
H 3.097 -2.211 1.170 0.002
H 1.586 -0.357 -4.659 0.010
H 1.242 -1.669 4.219 -0.005
```

Values from the calculation:
⟨S²⟩ ... 6.06
E_LUMO (spin up / spin down) ... -0.416 / -0.567 hartree
Total charge ... +4
DFT total energy ... -2706.96670 Ha
HOMO level (spin up / spin down) ... -0.670 / -0.683 Ha
Energy above the lowest of the compared OMol25 structures with the same formula, charge and spin ... 260.3 kJ/mol
Multiplicity ... 5